Here is a molecular structure, C30H75ClLiN5 from the Open Molecules 2025 dataset. Energies are from ωB97M-V/def2-TZVPD.

Each line ends with the Löwdin charge.
Element x y z (Å)
C (5.9633, -2.9418, -1.6279)  -0.2702
C (-2.6175, 1.3336, -2.4017)  -0.0646
C (-6.9671, 1.8292, 1.5718)  -0.2663
H (-4.4773, 2.7858, 1.4356)  0.0925
H (4.0302, -2.5724, 0.2692)  0.0965
H (3.2986, -5.7693, -3.7359)  0.0605
C (2.4493, 3.0734, 1.0775)  -0.0742
H (6.3769, -2.9673, -2.6361)  0.1127
H (2.4381, -7.3074, -3.4324)  0.0726
H (0.2265, -5.2721, -0.6575)  0.0589
H (0.8100, -5.9041, -4.4139)  0.1113
C (-0.2505, 5.4728, 1.4465)  -0.0685
H (0.6813, 2.1091, 4.6064)  0.0675
C (5.4143, -0.5966, -2.0246)  -0.2842
H (4.7394, -1.0249, -4.0018)  0.0581
C (-7.7743, 0.5506, 1.3799)  -0.1028
C (5.3755, -0.9893, 0.8646)  -0.0812
C (0.9038, 1.1900, -2.0739)  -0.0533
C (2.2539, -3.4736, -4.1045)  -0.2417
H (-3.2536, 2.1108, -2.8252)  0.0743
H (1.3879, 1.7884, -1.3022)  0.0530
H (-7.6283, 2.6865, 1.6979)  0.1015
H (3.2161, -3.6373, -3.6193)  0.0926
C (2.5135, -6.2555, -3.1569)  -0.0903
N (-5.8277, 1.6661, 2.5314)  -0.1709
H (-4.3234, 1.4257, 5.0832)  0.0565
H (2.0302, -1.4292, -3.3753)  0.0374
H (5.1320, -4.2732, -0.1571)  0.0740
H (6.0986, -5.1010, -1.4129)  0.0788
H (0.4409, -5.9682, -2.7822)  0.0966
H (1.9819, 2.3974, 3.0244)  0.0972
H (-0.7369, -4.0872, -1.3996)  0.0745
H (5.7075, 0.4953, -3.8736)  0.0782
H (-3.2334, 0.4364, -2.3396)  0.0735
H (-0.5387, 0.9811, 3.9119)  0.0369
H (-4.8151, 5.0266, 2.6410)  0.0638
C (-0.3521, 1.9896, 4.2810)  -0.0782
H (-1.6930, 2.6958, 2.8215)  0.0862
H (-0.6169, 6.1214, 0.6508)  0.0781
C (5.4196, -4.2732, -1.2085)  -0.0797
H (4.7490, 0.2102, -1.7172)  0.1101
N (1.2541, -4.1214, -3.2551)  -0.1754
H (0.3332, -3.6894, 0.0275)  0.0662
C (1.1926, -5.5550, -3.4548)  -0.2711
H (-8.2140, 0.4463, 0.3880)  0.0713
H (-6.2663, 4.3493, 1.9679)  0.0522
H (-1.0888, -1.1885, 0.4975)  0.0661
H (-0.8112, 5.6122, 2.3707)  0.0626
H (-1.8831, 1.1957, -3.1952)  0.0645
H (-7.0915, 0.6193, 3.8394)  0.0971
H (-6.0013, 4.2317, 3.7353)  0.0628
C (-2.6634, -0.0806, 1.2290)  -0.0642
H (6.3783, -1.4164, 0.8552)  0.0648
H (-3.5825, 0.3841, 0.8719)  0.0569
H (-3.9915, 2.7721, 3.0798)  0.0832
H (-0.9650, 2.1437, 5.1691)  0.0752
C (-1.7476, -0.4488, 0.0426)  -0.2557
C (4.4397, -1.6534, -0.1502)  -0.2610
H (-1.4262, 2.6830, -1.2464)  0.0948
H (0.1493, 3.9921, 0.0375)  0.0972
H (-1.3685, 3.7278, 0.8599)  0.0980
H (6.7877, -2.6596, -0.9731)  0.1050
C (1.4358, -3.8021, -1.7953)  -0.2221
H (2.7925, -6.1923, -2.1051)  0.0630
H (2.2223, 3.7408, 0.2461)  0.0579
H (6.4587, -1.0975, -3.7574)  0.0640
H (0.7647, 5.8331, 1.6130)  0.0702
H (-6.6842, 2.2300, 4.3905)  0.0958
H (5.0171, -1.1535, 1.8808)  0.0717
Li (0.1634, 1.0922, 1.0914)  0.4224
H (6.3847, -0.3096, -1.6194)  0.1107
H (3.4736, 3.3669, 1.3069)  0.0787
C (-5.5256, 4.2079, 2.7549)  -0.0709
H (0.9285, -1.7410, -4.7318)  0.0742
C (0.2348, -4.2148, -0.9224)  -0.0879
H (2.3183, -4.2066, -1.2997)  0.0916
H (2.3836, 2.1133, 0.5655)  0.0407
N (4.9712, -1.9020, -1.4981)  -0.1678
H (-0.5056, -0.4979, -2.2505)  0.1196
N (-0.9688, 0.6572, -0.5811)  -0.2316
H (2.6588, -1.5979, -4.9986)  0.0575
C (-0.3228, 3.9906, 1.0200)  -0.2479
C (-4.8797, 2.7983, 2.4485)  -0.2402
C (5.5686, -0.5211, -3.5051)  -0.0926
C (1.5430, 3.1420, 2.3603)  -0.2314
H (1.6919, 4.1172, 2.8238)  0.1119
H (-0.8038, 3.9999, 3.6457)  0.1100
H (-3.0224, -0.9337, 1.8047)  0.0848
H (0.6473, -0.6157, -1.0412)  0.0927
H (-8.5530, 0.5306, 2.1423)  0.0641
Cl (1.2117, -0.7071, 2.1922)  -0.3827
H (-5.4353, 0.1814, 5.6360)  0.0616
H (5.4089, 0.0823, 0.6683)  0.0639
H (0.3576, 1.9425, -2.6426)  0.0714
H (-4.6499, -0.0734, 4.1590)  0.0621
H (-2.5970, 1.9311, -0.3215)  0.0892
H (-6.6533, 1.9917, 0.5407)  0.1062
H (4.5430, -4.4683, -1.8262)  0.0422
C (-0.0059, 0.1224, -1.5065)  -0.2861
H (1.6413, 0.7260, -2.7289)  0.0697
N (0.1205, 2.9573, 1.9936)  -0.2277
C (-5.0912, 0.7247, 4.7560)  -0.0650
H (3.5630, -1.0105, -0.2292)  0.0879
H (1.4836, -2.7199, -1.6736)  0.0862
H (-7.0824, -0.2839, 1.4936)  0.0782
C (1.9049, -1.9776, -4.3090)  -0.0765
H (2.2018, -3.9678, -5.0747)  0.1173
C (-0.7187, 3.0112, 3.1947)  -0.2575
C (-6.2776, 1.3410, 3.9083)  -0.2157
H (-2.1413, 0.6002, 1.9012)  0.0535
H (-2.2706, -1.0137, -0.7290)  0.1138
C (-1.8730, 1.6993, -1.1027)  -0.2398

Atomic forces in eV per Å
0.610 0.617 0.817
0.419 -0.080 -0.378
0.475 -0.430 -0.903
-0.115 0.169 -0.201
0.157 -0.126 -0.082
0.191 -0.330 -0.053
-0.390 0.464 0.033
-0.288 0.011 -0.103
0.202 -0.038 -0.008
0.343 -0.200 -0.039
0.209 0.745 -0.517
0.189 -0.363 0.420
-0.051 -0.267 -0.051
0.153 0.075 0.359
-0.166 0.271 -0.128
0.035 -0.065 0.947
0.028 -0.258 0.023
-0.372 0.367 -0.518
-1.555 0.480 0.425
-0.097 0.317 0.574
0.242 -0.363 0.206
-0.145 0.127 0.822
0.542 0.545 -0.462
0.010 -0.114 -0.221
-0.380 0.356 -0.174
-0.117 0.110 -0.241
-0.048 0.016 0.030
0.047 -0.177 -0.093
0.241 0.127 0.197
-0.097 0.143 0.246
-0.750 -0.232 0.010
0.060 0.629 -0.033
-0.109 -0.032 0.069
0.136 -0.071 0.163
0.375 -0.075 0.109
0.169 -0.121 0.235
0.048 0.313 -0.278
-0.434 0.412 0.187
-0.403 -0.170 0.056
-0.401 -0.528 -0.455
-0.422 -0.318 0.303
-0.434 0.076 1.034
-0.349 0.203 -0.025
-0.020 -0.799 0.931
-0.106 0.353 0.083
-0.280 0.327 0.269
0.755 0.237 -0.387
-0.065 0.391 -0.174
0.093 -0.348 -0.050
0.166 -0.063 -0.002
0.082 0.082 -0.071
-0.378 0.556 -1.064
0.150 0.119 -0.202
-0.025 0.367 0.169
-0.202 -0.987 0.361
-0.184 0.112 -0.099
-0.059 -0.791 0.723
-0.234 -0.534 0.359
0.761 -0.286 -0.123
0.297 -0.924 0.175
-0.151 0.201 -0.177
0.709 -0.193 0.134
-1.449 0.179 -0.494
-0.060 -0.027 0.009
-0.554 0.549 0.334
0.115 0.105 -0.410
0.163 -0.270 0.126
-0.098 0.135 0.296
-0.264 0.155 -0.058
0.248 -0.467 0.367
0.355 0.014 0.468
0.105 -0.607 0.254
0.087 -1.093 -1.092
-0.090 -0.541 0.089
0.291 -0.633 -0.086
0.432 -0.127 -0.399
0.425 -0.448 0.572
-1.070 1.740 -0.508
-0.111 0.236 -0.688
-0.765 0.268 1.741
0.014 0.320 -0.068
-0.665 0.689 0.211
-0.702 1.202 0.205
0.307 -1.012 -0.773
1.211 0.487 -2.017
-0.019 0.191 0.194
0.159 0.217 -0.156
0.492 -0.222 -0.140
-0.132 0.056 0.763
-0.149 -0.569 -0.143
-0.257 0.562 -0.453
-0.362 0.362 0.178
0.287 0.001 0.166
-0.122 -0.122 -0.333
0.301 0.229 -0.240
-0.087 -0.324 0.139
1.255 0.371 0.141
-0.232 -0.093 0.190
0.616 -0.380 -0.482
0.103 0.183 0.084
1.471 0.343 0.125
-1.017 -0.259 -0.712
-0.085 0.037 -0.269
0.297 0.052 -0.371
-0.156 -0.174 0.178
1.223 -0.384 0.121
0.278 -0.098 -0.032
-0.691 -1.056 0.225
1.335 -0.071 0.022
-0.073 0.049 0.169
-0.418 0.069 -0.161
-1.015 0.142 -0.438

F_max, Eh/bohr: 0.04672
LUMO energy, Ha: 0.010
Kohn-Sham gap, eV: 8.169
Electronic energy, a.u.: -1929.5231
HOMO level, Ha: -0.2899